Molecular formula: C17H32N5O3PbSe
Method: DFT, ωB97M-V with the def2-TZVPD basis set

HOMO energy (alpha / beta)   -16.6268 / -16.5474 eV

Structure (ORCA input):
```
! RIJCOSX wB97M-V def2-TZVPD def2/J DEFGRID3
* xyz 3 1
Pb -9.502 5.473 15.687
C -12.984 0.915 14.979
N -11.743 1.679 14.579
C -11.054 1.211 13.372
C -11.334 2.827 15.143
O -10.290 3.411 14.721
C -12.205 3.376 16.297
O -12.032 4.788 16.314
C -13.131 5.653 16.099
C -12.585 6.960 15.495
O -11.333 7.142 15.295
N -13.478 7.885 15.083
C -12.904 9.171 14.594
C -14.948 7.839 15.343
H -12.847 -0.126 14.699
H -13.130 1.004 16.063
H -13.845 1.365 14.482
H -11.706 1.244 12.485
H -10.174 1.875 13.195
H -10.690 0.225 13.547
H -13.257 3.013 16.193
H -11.840 2.962 17.276
H -13.894 5.186 15.421
H -13.631 5.902 17.074
H -11.920 8.908 14.193
H -13.546 9.603 13.822
H -12.812 9.910 15.424
H -15.237 6.780 15.445
H -15.227 8.344 16.267
H -15.494 8.285 14.521
C -5.259 4.540 18.584
C -6.609 4.801 19.235
C -6.649 6.234 19.757
C -6.929 3.771 20.325
N -7.567 4.666 18.117
N -8.903 4.551 18.461
H -4.467 4.738 19.304
H -5.117 5.254 17.800
H -5.178 3.537 18.167
H -5.750 6.419 20.373
H -7.502 6.469 20.397
H -6.628 6.951 18.935
H -6.110 3.804 21.027
H -6.956 2.780 19.850
H -7.829 3.974 20.886
H -7.315 3.866 17.511
H -9.135 5.265 19.138
H -9.187 3.652 18.873
Se -7.975 6.183 13.230
C -6.122 6.657 13.217
C -5.228 5.841 13.916
C -3.855 6.111 13.871
N -3.411 7.143 13.174
C -4.191 7.916 12.431
C -5.588 7.778 12.505
H -5.584 4.987 14.485
H -3.100 5.549 14.452
H -3.724 8.721 11.842
H -6.253 8.477 12.005
*
```

Population analysis type Mulliken, resulting atomic charges in e: 1.38 -0.94 0.09 -0.96 1.05 -0.77 -0.87 -0.36 -0.78 0.79 -0.79 0.07 -0.93 -0.81 0.32 0.38 0.36 0.36 0.25 0.38 0.43 0.33 0.51 0.41 0.28 0.34 0.33 0.30 0.33 0.33 -1.79 1.19 -1.60 -1.69 0.24 -0.67 0.44 0.42 0.40 0.43 0.40 0.34 0.49 0.38 0.39 0.32 0.26 0.25 0.12 0.21 -0.06 -0.47 0.09 -0.36 -0.22 0.45 0.42 0.41 0.44